74
Properties=species:S:1:pos:R:3:forces:R:3:lowdin_charge:R:1 method="wB97M-V/def2-TZVPD" largest_force_ev_per_a=0.59 molar_mass_g_mol=679.72 spin_multiplicity=5 total_charge=+1 e_tot_ev=-155661.0191 homo_energy_ev="-10.298 / -11.317"
Cr 1.228 -0.692 1.076 0.2 0.5 -0.3 0.72
Se 1.696 -2.989 -1.210 -0.1 0.0 0.1 1.26
N 0.487 -2.300 -0.068 -0.1 -0.4 -0.1 -0.29
C -0.554 -3.118 -0.024 -0.1 0.2 0.0 -0.35
C -1.734 -2.914 0.763 0.1 0.0 -0.1 -0.03
C -2.731 -3.826 0.665 0.0 -0.1 0.0 -0.05
C -2.634 -4.982 -0.186 0.0 0.1 0.0 -0.06
C -1.535 -5.214 -0.937 0.1 0.1 0.0 -0.01
C -0.453 -4.273 -0.879 0.0 -0.1 0.0 -0.37
N 0.666 -4.373 -1.568 0.0 0.0 -0.1 -0.21
H -1.805 -2.051 1.412 0.0 0.0 0.0 0.10
H -3.635 -3.689 1.243 0.0 0.0 0.0 0.11
H -3.464 -5.674 -0.214 0.0 0.0 0.0 0.11
H -1.443 -6.076 -1.581 0.0 0.0 0.0 0.12
C 5.318 0.601 0.250 0.0 0.1 0.0 -0.18
Si 3.926 0.035 -0.879 -0.1 -0.1 0.0 0.25
C 4.658 -1.081 -2.187 0.0 0.0 0.0 -0.18
C 3.210 1.568 -1.683 0.0 0.0 0.1 -0.17
O 2.792 -0.787 -0.044 0.0 -0.1 0.1 -0.55
H 6.001 1.233 -0.321 0.0 0.0 0.0 0.04
H 5.918 -0.225 0.641 0.0 -0.1 0.0 0.03
H 4.958 1.206 1.087 0.0 0.0 0.0 0.03
H 5.456 -0.585 -2.741 0.0 0.0 0.0 0.04
H 3.905 -1.387 -2.916 0.0 0.0 0.0 0.02
H 5.078 -1.982 -1.738 0.0 0.0 0.0 0.03
H 3.997 2.179 -2.128 0.0 0.0 0.0 0.04
H 2.695 2.176 -0.935 0.0 0.0 0.0 0.02
H 2.497 1.319 -2.471 0.0 -0.1 0.0 0.02
O 0.275 0.977 0.057 -0.1 0.1 0.2 -0.57
S -0.261 0.923 -1.360 0.1 -0.2 -0.1 0.99
C -1.962 0.348 -1.187 0.0 0.0 0.0 -0.26
C -2.622 0.205 -2.528 0.0 0.0 0.0 -0.28
C -2.074 -0.633 -3.496 0.0 0.0 0.0 -0.05
C -2.680 -0.760 -4.736 0.0 0.0 0.0 -0.07
C -3.842 -0.056 -5.017 0.0 0.0 0.0 -0.07
C -4.399 0.772 -4.053 0.0 0.0 0.0 -0.07
C -3.789 0.904 -2.814 0.0 0.0 0.0 -0.05
C -0.519 2.638 -1.863 0.0 0.1 0.0 -0.26
C -1.444 3.447 -1.004 0.0 0.0 0.0 -0.28
C -1.128 3.745 0.319 0.0 0.0 0.0 -0.04
C -2.005 4.491 1.091 0.0 0.0 0.0 -0.07
C -3.197 4.954 0.551 0.0 0.0 0.0 -0.08
C -3.508 4.676 -0.771 0.0 0.0 0.0 -0.07
C -2.634 3.925 -1.543 0.0 0.0 0.0 -0.05
H -2.484 1.041 -0.525 0.0 0.0 0.0 0.11
H -1.855 -0.613 -0.679 0.0 0.0 0.0 0.08
H -1.172 -1.194 -3.278 0.0 0.0 0.0 0.11
H -2.247 -1.413 -5.481 0.0 0.0 0.0 0.11
H -4.316 -0.157 -5.984 0.0 0.0 0.0 0.11
H -5.311 1.313 -4.264 0.0 0.0 0.0 0.11
H -4.224 1.549 -2.061 0.0 0.0 0.0 0.11
H -0.877 2.570 -2.892 0.0 0.0 0.0 0.11
H 0.497 3.038 -1.889 0.0 0.0 0.0 0.10
H -0.197 3.391 0.739 0.0 0.0 0.0 0.11
H -1.750 4.724 2.117 0.0 0.0 0.0 0.11
H -3.874 5.543 1.155 0.0 0.0 0.0 0.11
H -4.426 5.048 -1.205 0.0 0.0 0.0 0.11
H -2.875 3.713 -2.578 0.0 0.0 0.0 0.11
C -0.737 -0.788 5.428 0.0 0.0 0.0 0.02
N 0.624 -0.697 4.901 0.1 0.0 0.1 -0.03
C 1.726 -0.742 5.706 0.0 0.0 0.0 -0.01
C 2.985 -0.718 5.216 -0.2 0.0 -0.1 0.03
C 3.129 -0.629 3.794 0.1 0.1 0.0 -0.32
N 2.046 -0.539 3.030 0.1 -0.1 0.1 0.11
C 0.801 -0.626 3.549 0.1 0.1 0.1 -0.48
O -0.151 -0.646 2.745 -0.1 -0.1 0.0 -0.01
N 4.311 -0.625 3.187 -0.2 0.0 0.0 0.22
H -0.695 -0.635 6.503 0.0 0.0 0.0 0.10
H -1.160 -1.766 5.207 0.0 0.0 0.0 0.11
H -1.351 -0.018 4.968 0.0 0.0 0.0 0.10
H 1.523 -0.802 6.765 0.0 0.0 0.0 0.14
H 3.839 -0.760 5.872 0.0 0.0 0.0 0.12
H 5.172 -0.662 3.702 0.0 0.0 0.0 0.13
H 4.342 -0.553 2.177 0.0 0.0 0.0 0.07

=====

18
Properties=species:S:1:pos:R:3:forces:R:3:nbo_charge:R:1 method="wB97M-V/def2-TZVPD" largest_force_ev_per_a=2.80 molar_mass_g_mol=114.15 smiles="[H]/N=C(/C=C/C)N(N)N" e_tot_ev=-10266.4721 homo_energy_ev="-7.151 / -7.152"
H -0.631 -2.977 0.802 -0.2 0.1 0.0 0.34
N -1.268 -2.181 0.896 0.6 1.0 -0.6 -0.62
C -0.681 -1.142 0.396 1.1 -1.0 1.9 0.37
C -1.248 0.202 0.383 1.4 0.7 -1.3 -0.30
C -0.338 1.215 0.213 -2.3 0.4 0.8 -0.10
C -0.726 2.536 -0.373 -0.4 0.1 0.4 -0.66
N 0.700 -1.143 -0.025 -2.5 -1.2 -0.1 -0.23
N 1.044 -1.043 -1.366 0.4 0.7 -0.5 -0.64
N 1.787 -1.142 0.837 1.1 -0.1 0.7 -0.66
H -2.321 0.311 0.285 0.0 0.2 -0.3 0.22
H 0.619 1.245 0.732 0.4 -0.9 -0.9 0.22
H -0.619 3.335 0.367 0.1 0.1 -0.1 0.22
H -1.759 2.540 -0.734 0.1 0.0 0.0 0.21
H -0.074 2.764 -1.223 0.0 0.0 0.1 0.22
H 0.208 -1.162 -1.939 0.3 -0.2 0.3 0.37
H 1.375 -0.093 -1.526 0.0 0.2 -0.3 0.33
H 2.447 -1.845 0.505 -0.1 -0.2 0.1 0.35
H 1.485 -1.420 1.770 -0.1 0.0 -0.3 0.37

=====

9
Properties=species:S:1:pos:R:3:forces:R:3:nbo_charge:R:1 method="wB97M-V/def2-TZVPD" largest_force_ev_per_a=3.87 molar_mass_g_mol=103.06 e_tot_ev=-11332.8325 homo_energy_ev="-11.004 / -11.211"
C -0.378 1.281 -0.536 -2.0 0.3 -2.2 -0.19
C 0.432 0.276 -0.157 2.3 -2.6 1.8 0.27
N -0.826 0.915 -1.733 -0.3 1.4 0.2 -0.05
N 0.581 -0.630 -1.051 0.1 -0.6 0.4 -0.19
N 0.790 -1.026 1.916 0.2 2.2 0.4 -0.05
O -0.239 -0.235 -2.063 0.1 0.2 0.2 -0.11
F -0.484 -0.958 2.451 0.8 -0.7 -0.9 -0.23
H -0.724 2.165 -0.077 -0.2 0.7 0.4 0.24
H 0.847 -1.788 1.250 -1.1 -0.8 -0.3 0.31

=====

95
Properties=species:S:1:pos:R:3:forces:R:3:lowdin_charge:R:1 method="wB97M-V/def2-TZVPD" largest_force_ev_per_a=2.75 molar_mass_g_mol=713.15 total_charge=-1 e_tot_ev=-78640.2601 homo_energy_ev=-6.477
Cl -0.676 -0.079 -0.452 0.7 0.6 1.1 0.65
O -1.182 0.107 -1.803 0.1 0.4 0.6 -0.36
O -1.586 0.441 0.565 -0.2 -0.2 -1.0 -0.37
O -0.453 -1.474 -0.233 -0.3 -1.0 0.1 -0.37
O 0.603 0.596 -0.241 -0.4 0.3 -0.8 -0.38
O -7.547 -3.438 -0.089 0.4 0.1 0.2 0.10
C -6.445 -3.135 0.291 -0.7 -1.0 -0.5 -0.48
O -5.975 -1.881 0.180 -0.2 -0.1 0.0 0.05
C -4.728 -1.803 0.828 2.2 1.5 0.6 -0.19
C -4.130 -3.184 0.856 0.1 -0.7 0.4 -0.16
C -5.387 -4.078 0.889 0.9 1.1 -0.5 -0.06
H -4.803 -1.317 1.811 -0.6 -0.5 0.1 0.13
H -4.017 -1.117 0.352 -0.6 0.0 -0.6 0.12
H -3.438 -3.348 1.683 -0.3 0.2 0.2 0.12
H -3.508 -3.373 -0.021 -0.3 0.1 -0.2 0.12
H -5.663 -4.343 1.907 -0.1 -0.2 -0.1 0.12
H -5.201 -4.931 0.244 -0.6 -0.3 0.2 0.12
O 1.221 4.521 -2.757 0.2 -0.4 0.6 0.08
C 1.590 3.371 -2.847 -1.8 1.6 -0.9 -0.49
O 2.820 3.006 -2.506 0.2 -0.1 0.3 0.03
C 3.037 1.628 -2.822 -0.3 -0.8 1.0 -0.15
C 1.880 1.236 -3.736 0.3 -1.4 -0.8 -0.15
C 0.785 2.305 -3.612 2.1 -0.4 0.0 -0.04
H 2.979 1.019 -1.912 -0.2 0.4 0.2 0.11
H 4.071 1.485 -3.138 -0.2 0.3 -0.7 0.12
H 1.563 0.238 -3.430 -0.2 0.1 -0.1 0.11
H 2.217 1.148 -4.772 0.0 0.1 0.0 0.11
H -0.147 1.919 -3.214 0.1 0.4 0.5 0.10
H 0.628 2.737 -4.599 -0.3 0.2 0.1 0.12
O 0.961 -0.426 5.974 0.2 0.7 -0.2 0.10
C 0.416 0.436 5.329 -0.7 -1.6 0.5 -0.46
O -0.509 1.259 5.900 0.7 0.6 0.5 0.01
C -0.943 2.230 4.928 -0.4 -1.3 -1.5 -0.13
C -0.896 1.348 3.651 -0.1 2.0 -0.6 -0.16
C 0.389 0.575 3.823 -0.5 0.3 0.1 -0.07
H -0.288 3.098 4.872 0.1 -0.1 0.1 0.11
H -1.972 2.548 5.077 0.1 -0.1 0.6 0.12
H -0.910 1.989 2.770 0.1 -0.2 -0.1 0.09
H -1.782 0.717 3.589 0.1 -0.2 0.2 0.12
H 1.263 1.124 3.467 0.0 0.0 0.0 0.13
H 0.314 -0.390 3.328 0.4 -0.1 0.2 0.12
O 0.146 4.250 2.684 0.3 -0.4 -0.1 0.10
C -0.503 4.495 1.706 0.1 0.7 0.8 -0.46
O -1.651 5.228 1.869 0.0 -1.1 -0.3 0.01
C -2.285 5.463 0.608 0.7 0.4 -0.3 -0.16
C -1.454 4.746 -0.460 0.8 0.0 -0.2 -0.13
C -0.162 4.251 0.254 -1.2 0.2 0.0 -0.06
H -2.194 6.546 0.500 -0.4 -0.1 -0.3 0.12
H -3.327 5.148 0.570 0.0 0.0 0.5 0.12
H -1.304 5.459 -1.268 0.3 -0.4 -0.2 0.11
H -1.903 3.831 -0.840 -0.5 0.3 -0.1 0.11
H 0.792 4.732 0.048 -0.2 0.3 -0.2 0.12
H -0.053 3.191 0.025 0.3 -0.1 0.4 0.11
O 3.801 -1.528 -0.401 -0.8 0.7 0.6 0.09
C 3.580 -1.676 0.780 1.6 -1.0 -1.5 -0.51
O 4.535 -2.340 1.475 0.1 -0.4 0.4 0.00
C 4.092 -2.718 2.785 0.0 0.5 -0.2 -0.15
C 2.636 -2.237 2.911 0.7 1.1 -0.6 -0.10
C 2.432 -1.354 1.653 -0.6 -0.4 -0.6 -0.08
H 4.771 -2.229 3.485 -0.1 -0.2 0.2 0.12
H 4.161 -3.801 2.870 0.2 0.0 0.0 0.12
H 2.551 -1.577 3.770 -0.5 -0.6 0.4 0.10
H 2.009 -3.122 2.886 -0.5 0.3 0.3 0.12
H 2.412 -0.266 1.740 0.0 -0.1 0.6 0.10
H 1.540 -1.568 1.059 -0.1 -0.1 0.2 0.10
N 1.435 -6.633 -1.811 -0.1 0.0 -0.4 -0.02
C 2.484 -5.758 -1.851 0.4 0.0 0.7 -0.14
C 2.175 -4.711 -1.013 0.0 0.1 -0.4 -0.09
C 0.855 -4.910 -0.563 -0.1 -0.1 0.2 -0.10
C 0.419 -6.118 -1.060 -0.1 0.5 0.4 -0.14
H 1.442 -7.533 -2.249 -0.1 0.0 -0.1 0.14
H 3.382 -6.006 -2.391 0.0 0.1 0.0 0.10
H 2.755 -3.849 -0.724 0.3 0.0 -0.4 0.08
H 0.349 -4.167 0.034 -0.4 -0.3 0.0 0.08
H -0.532 -6.614 -0.964 0.1 -0.1 0.0 0.10
C -3.630 -0.103 -6.258 0.7 -0.5 0.0 -0.03
C -4.149 0.124 -4.841 -0.8 -0.1 -0.5 -0.49
O -4.953 0.994 -4.615 0.0 0.4 0.0 0.07
C -3.714 -0.814 -3.761 2.2 -0.5 -0.2 -0.03
H -4.273 -0.787 -6.817 -0.2 0.0 0.2 0.08
H -2.660 -0.602 -6.216 0.0 0.1 0.0 0.07
H -3.523 0.795 -6.862 -0.2 0.2 0.3 0.08
H -3.509 -0.296 -2.826 -0.9 -0.1 0.2 0.07
H -2.705 -1.187 -3.992 -0.1 0.1 -0.2 0.07
H -4.266 -1.751 -3.708 -0.6 0.4 0.3 0.09
C 5.454 1.782 0.857 0.7 0.8 1.1 0.00
C 4.573 2.816 1.515 -0.5 1.1 0.1 -0.49
O 5.032 3.728 2.177 0.4 -0.5 -0.1 0.05
C 3.099 2.786 1.261 -0.4 -0.4 0.4 -0.01
H 5.504 1.988 -0.210 -0.2 -0.4 -0.1 0.09
H 5.188 0.760 1.115 -0.2 -0.1 -0.4 0.07
H 6.424 2.009 1.310 0.2 -0.3 -0.4 0.08
H 2.765 1.746 1.252 -0.3 0.1 -0.6 0.06
H 2.872 3.323 0.337 0.1 -0.4 -0.3 0.09
H 2.534 3.304 2.036 0.2 0.1 0.1 0.08